{
  "formula": "C43H41N2O6P2SV",
  "method": "ωB97M-V/def2-TZVPD",
  "max_force_ha_per_bohr": 0.1203,
  "energy_ev": -115605.8003,
  "lumo_ev": [-5.2, -8.4],
  "s_squared": 2.14,
  "spin_multiplicity": 3,
  "orbital_gap_ev": [8.73, 5.58],
  "total_charge": 2,
  "symbols": ["V", "S", "P", "P", "O", "O", "O", "O", "O", "O", "N", "N", "C", "C", "C", "C", "C", "C", "C", "C", "C", "C", "C", "C", "C", "C", "C", "C", "C", "C", "C", "C", "C", "C", "C", "C", "C", "C", "C", "C", "C", "C", "C", "C", "C", "C", "C", "C", "C", "C", "C", "C", "C", "C", "C", "H", "H", "H", "H", "H", "H", "H", "H", "H", "H", "H", "H", "H", "H", "H", "H", "H", "H", "H", "H", "H", "H", "H", "H", "H", "H", "H", "H", "H", "H", "H", "H", "H", "H", "H", "H", "H", "H", "H", "H", "H"],
  "xyz": [[0.0463, 0.6300, 0.8873], [2.1529, 3.3590, 1.1998], [-0.7746, 1.5878, -1.0855], [-1.3355, -1.3571, 0.8813], [1.8631, 4.6079, 0.5848], [1.1541, -0.2177, 2.4934], [1.9092, 3.1800, 2.6005], [-1.1121, 1.2718, 1.6824], [1.6418, 0.0018, -0.1838], [-2.1631, 1.7781, 2.2337], [-2.7187, -0.4931, -1.4438], [1.3279, 2.1164, 0.4123], [1.9206, 2.1479, -4.0969], [-2.4340, -1.7440, -4.8935], [-1.9769, 5.2732, -2.2730], [1.0573, 2.3814, -3.0370], [-3.3544, -1.1130, 4.4589], [3.0787, -1.0586, 3.4956], [2.2985, -0.3032, 4.5861], [6.0900, 2.5932, 0.3881], [-2.6103, -1.9714, 5.2520], [-0.2171, -5.5263, -0.6717], [-2.8730, -2.7451, -2.3376], [2.0590, 0.8698, -4.6196], [-2.8057, -3.6042, -3.4078], [-1.9813, -1.6511, 2.5540], [0.5759, -4.4322, -0.9834], [-1.2567, -2.5437, 3.3556], [0.5116, 0.0315, -2.9863], [-1.6855, -4.1164, 0.6083], [1.0747, 0.2754, 3.8620], [0.3142, 1.3273, -2.5030], [-1.2269, 3.3319, -1.0578], [-3.0450, -0.9456, 3.1170], [3.5802, 1.4698, 0.1673], [0.2429, -3.1740, -0.5016], [-1.5922, 3.9456, -2.2626], [-0.8897, -3.0100, 0.2927], [-2.0167, 5.9920, -1.0842], [-2.4870, -0.8734, -3.8330], [4.9940, 3.3098, 0.8640], [-2.5001, 0.9177, -1.5888], [-2.5727, -3.1181, -4.6936], [1.3681, -0.1916, -4.0502], [3.7558, 2.7248, 0.7403], [-2.9235, -0.9476, -0.0861], [2.1494, 1.1224, 0.0966], [-2.6774, -1.3536, -2.5119], [-1.6742, 5.3819, 0.1122], [-1.5665, -2.6989, 4.6947], [5.9292, 1.3347, -0.1801], [1.9972, -1.3852, 2.4798], [-1.2808, 4.0532, 0.1327], [-1.3480, -5.3676, 0.1245], [4.6720, 0.7552, -0.2962], [-2.5280, -3.7986, -5.5330], [-3.0935, -3.1640, -1.3713], [7.0779, 3.0270, 0.4593], [-2.9558, -4.6628, -3.2460], [3.5578, -1.9577, 3.8762], [1.4232, -2.2607, 2.7940], [3.8392, -0.4219, 3.0420], [0.9754, 3.3735, -2.6134], [-2.8490, -2.0887, 6.3006], [0.1371, -0.0702, 4.3038], [-3.6446, -0.2636, 2.5355], [-1.5608, 3.3881, -3.1911], [2.3590, -1.5318, 1.4656], [2.7219, 0.6957, -5.4565], [5.1129, 4.2874, 1.3116], [-1.0038, 3.5988, 1.0729], [1.9838, -0.9832, 5.3760], [-2.3839, 0.1796, -4.0435], [-4.1803, -0.5609, 4.8865], [1.4579, -4.5638, -1.5964], [-2.5624, -3.9963, 1.2337], [2.4870, 2.9688, -4.5164], [-1.7055, 5.9453, 1.0347], [-3.5738, -1.8177, -0.0482], [-0.4648, -3.1372, 2.9193], [-0.9927, -3.3874, 5.3008], [6.7954, 0.8009, -0.5471], [1.0762, 1.3576, 3.8217], [0.8655, -2.3150, -0.7322], [-3.3864, -0.1438, 0.4854], [1.5106, -1.1952, -4.4306], [-2.6944, 1.2599, -2.5990], [-1.9646, -6.2214, 0.3733], [0.0253, -0.8055, -2.5003], [-2.3210, 7.0298, -1.0954], [4.5422, -0.2191, -0.7495], [-2.2402, 5.7490, -3.2081], [0.0493, -6.5082, -1.0401], [2.9003, 0.4804, 5.0398], [-3.1609, 1.4588, -0.9108], [-2.2965, -1.3546, -5.8928]],
  "mulliken_spin": [1.347, 0.010, -0.023, -0.017, -0.001, 0.011, 0.000, -0.138, 0.003, -0.209, 0.385, -0.018, 0.003, -0.048, 0.000, -0.007, 0.001, -0.002, 0.003, 0.001, 0.002, 0.006, 0.135, 0.003, -0.054, 0.027, -0.002, 0.006, 0.033, 0.002, 0.029, -0.001, 0.012, 0.000, -0.012, 0.006, 0.004, 0.023, 0.002, 0.132, -0.001, -0.048, 0.204, 0.002, 0.002, 0.003, 0.025, 0.135, 0.002, -0.001, -0.001, 0.004, 0.000, -0.001, 0.001, 0.003, 0.010, 0.000, 0.000, 0.000, 0.007, 0.000, 0.000, 0.000, -0.001, -0.004, 0.000, -0.001, 0.000, 0.000, 0.002, 0.001, 0.003, 0.000, 0.000, 0.000, 0.000, 0.000, 0.009, -0.001, 0.000, 0.000, -0.011, 0.010, -0.016, -0.001, 0.007, 0.000, 0.000, 0.000, 0.000, 0.000, 0.000, 0.000, 0.005, 0.000]
}